No. 1
ORCA calculation (ωB97M-V/def2-TZVPD) on 13 unconnected molecules or ions with the total composition H28N5O20S4 at a distorted geometry.

Output
* E: -3387.5985 Ha
* charge: -3

Each line ends with the natural charge from an NBO analysis.
Positions of all 57 atoms, in Å:
N1 -0.1471 -0.0369 -0.5414  -0.854
H1 -0.2945 0.7229 0.1076  0.441
H2 0.7829 -0.4002 -0.3893  0.474
H3 -0.2854 0.3189 -1.4765  0.474
H4 -0.7999 -0.7813 -0.3422  0.454
N2 -3.9510 3.6700 -2.4484  -0.922
H5 -3.0846 3.4348 -2.9112  0.500
H6 -4.1645 2.9870 -1.7356  0.442
H7 -4.8066 3.6847 -2.9848  0.426
H8 -3.7917 4.5727 -2.0242  0.413
N3 5.3844 -0.3055 2.4033  -0.859
H9 4.9426 0.5992 2.4829  0.483
H10 6.3308 -0.1917 2.0696  0.430
H11 4.8064 -0.9168 1.8443  0.498
H12 5.4296 -0.8325 3.2638  0.428
N4 -2.6412 4.4228 3.7348  -1.014
H13 -2.4757 4.4255 4.7311  0.425
H14 -1.9834 3.8412 3.2355  0.480
H15 -2.6003 5.3511 3.3390  0.427
H16 -3.4978 3.9304 3.5251  0.385
N5 -2.2459 -4.2493 2.9019  -0.865
H17 -2.9336 -3.7115 3.4098  0.412
H18 -2.6214 -5.1802 3.0133  0.439
H19 -1.2950 -4.0722 3.1926  0.474
H20 -2.4275 -3.8965 1.9730  0.496
S1 3.0069 -4.0779 0.5962  2.630
O1 2.2711 -4.3560 1.7920  -1.167
O2 3.0103 -2.6558 0.4197  -1.179
O3 4.3829 -4.5768 0.6202  -1.143
O4 2.3059 -4.7130 -0.5055  -1.117
S2 0.5392 2.9856 -4.8007  2.599
O5 0.2566 4.4136 -4.8456  -1.094
O6 0.4615 2.3205 -6.0912  -1.066
O7 1.8022 2.7880 -4.2006  -0.977
O8 -0.4367 2.3214 -3.9097  -1.064
S3 -3.0818 -3.4109 -2.3017  2.608
O9 -4.2803 -2.6178 -2.4864  -1.149
O10 -2.0528 -3.1125 -3.2996  -1.089
O11 -2.5973 -3.2361 -0.9214  -1.183
O12 -3.3589 -4.8078 -2.5248  -1.134
S4 2.0972 3.3904 1.8072  2.582
O13 2.3762 2.4230 2.8873  -1.176
O14 2.7870 2.8410 0.6128  -1.095
O15 0.6507 3.4433 1.4821  -1.153
O16 2.6416 4.6810 2.1363  -1.099
O17 -0.4249 -0.0120 3.7460  -0.980
H21 0.0190 -0.7134 4.2226  0.461
H22 0.2713 0.6074 3.5272  0.514
O18 -4.5700 0.2929 -0.0183  -1.001
H23 -4.5305 -0.3427 -0.7329  0.520
H24 -4.8000 -0.2264 0.7522  0.462
O19 1.9525 -3.2088 -4.3291  -0.976
H25 2.1474 -3.6454 -3.4998  0.488
H26 1.0888 -2.8179 -4.1974  0.488
O20 4.7151 -0.0890 -2.2017  -0.934
H27 5.4347 -0.6172 -2.5472  0.449
H28 4.2856 -0.6573 -1.5624  0.485



No. 2
ORCA calculation (ωB97M-V/def2-TZVPD) on a single C4H7FO molecule at a distorted geometry.

Output
* SMILES: C=C[C@H](F)CO
* energy above the lowest of the compared OMol25 structures with the same formula, charge and spin: 104.4 kJ/mol

Each line ends with the natural charge from an NBO analysis.
Positions of all 13 atoms, in Å:
C1 0.3427 0.5950 -2.3510  -0.386
C2 -0.1177 -0.0099 -1.2587  -0.214
C3 0.5916 0.0140 0.0950  0.143
F1 0.6190 -1.3270 0.4800  -0.371
C4 -0.1605 0.7911 1.1757  -0.094
O1 -1.2874 0.0512 1.5715  -0.702
H1 1.1679 1.3013 -2.2840  0.191
H2 0.0149 0.2978 -3.3869  0.213
H3 -1.0092 -0.6586 -1.2992  0.214
H4 1.6276 0.3475 -0.0756  0.179
H5 -0.4966 1.7551 0.7583  0.186
H6 0.4858 0.9915 2.0048  0.167
H7 -0.9978 -0.8429 1.4243  0.472



No. 3
ORCA calculation (ωB97M-V/def2-TZVPD) on 2 unconnected molecules or ions with the total composition C7H13F3NO5 at a distorted geometry.

Output
* E: -1005.0266 Ha
* charge: -1

Each line ends with the natural charge from an NBO analysis.
Positions of all 29 atoms, in Å:
N1 3.9095 -1.6128 -0.5542  -0.817
C1 3.2548 -0.2902 -0.6522  -0.222
C2 1.9044 -0.3630 -1.3438  -0.438
C3 1.1426 0.9450 -1.2753  -0.068
O1 0.5563 1.1258 -0.0010  -0.494
C4 -0.7334 0.7689 0.1661  0.971
O2 -1.1236 0.2180 1.1716  -0.523
O3 -1.4777 1.2257 -0.8740  -0.533
C5 -2.7200 0.6946 -1.1903  0.256
O4 -3.0827 -0.4168 -0.3842  -0.504
C6 -4.2952 -0.9322 -0.5838  1.166
F1 -5.0480 -0.8147 0.5046  -0.311
F2 -4.2018 -2.2362 -0.8749  -0.320
F3 -4.9632 -0.3461 -1.5854  -0.335
H1 3.7526 -2.0801 -1.4347  0.331
H2 3.4031 -2.1375 0.1450  0.358
H3 3.1487 0.1268 0.3355  0.222
H4 3.9259 0.3439 -1.2175  0.169
H5 1.3382 -1.1781 -0.9141  0.212
H6 2.0827 -0.5492 -2.3961  0.186
H7 0.4586 1.0160 -2.1111  0.181
H8 1.8673 1.7364 -1.4076  0.184
H9 -3.4607 1.4751 -1.1056  0.165
H10 -2.6969 0.3822 -2.2244  0.157
C7 0.6354 0.5599 3.9753  -0.189
O5 1.6062 -0.0130 4.7086  -0.983
H11 -0.3939 0.6096 4.4514  0.050
H12 0.8017 1.6484 3.6841  0.040
H13 0.4090 0.0934 2.9881  0.089



No. 4
ORCA calculation (ωB97M-V/def2-TZVPD) on a single C5H10O2 molecule.

Output
* SMILES: OCCC[C@@H]1CO1
* energy above the lowest of the compared OMol25 structures with the same formula, charge and spin: 226.9 kJ/mol

Each line ends with the natural charge from an NBO analysis.
Positions of all 17 atoms, in Å:
O1 0.2310 1.6458 -1.2092  -0.739
C1 -0.7136 1.7115 -0.1603  -0.068
C2 -1.4951 0.4093 0.0530  -0.419
C3 -0.6591 -0.7892 0.5312  -0.430
C4 0.6070 -0.9181 -0.2744  0.054
C5 1.8669 -1.4894 0.1966  -0.102
O2 1.6828 -0.0808 0.1812  -0.540
H1 1.0569 1.3078 -0.8330  0.489
H2 -0.2335 2.0229 0.7797  0.163
H3 -1.4207 2.4938 -0.4541  0.178
H4 -2.3023 0.5982 0.7744  0.211
H5 -1.9731 0.1513 -0.9006  0.203
H6 -0.3796 -0.6809 1.5864  0.211
H7 -1.2576 -1.7051 0.4392  0.217
H8 0.4617 -0.8832 -1.3540  0.201
H9 1.9434 -1.9423 1.1827  0.184
H10 2.5847 -1.8515 -0.5389  0.187



No. 5
ORCA calculation (ωB97M-V/def2-TZVPD) on 2 unconnected molecules or ions with the total composition C7H10N2 at a distorted geometry.

Output
* energy above the lowest of the compared OMol25 structures with the same formula, charge and spin: 742.7 kJ/mol

Each line ends with the natural charge from an NBO analysis.
Positions of all 19 atoms, in Å:
C1 1.5986 -0.6759 -0.1791  0.422
C2 0.6519 1.5802 -0.1085  -0.212
C3 -0.3898 0.6513 0.3985  -0.262
C4 -1.8210 0.6174 0.1398  -0.425
C5 -2.2128 -0.9010 -0.0718  -0.194
C6 -1.0863 -1.6328 -0.3039  -0.182
C7 0.0553 -0.6536 -0.3189  -0.319
H1 3.1206 -1.5248 0.5191  0.317
H2 2.9243 1.1820 0.6710  0.286
H3 0.5038 2.1458 -1.1362  0.221
H4 0.9158 2.2962 0.8141  0.216
H5 -0.0627 0.4159 1.4295  0.203
H6 -2.3755 1.1202 0.9094  0.225
H7 -1.8315 1.0844 -0.9441  0.207
H8 -3.2543 -1.3497 0.1372  0.227
H9 -1.0528 -2.8035 -0.4699  0.248
H10 0.2464 -0.3489 -1.3012  0.205
N1 2.1904 -1.8450 0.3761  -0.651
N2 1.8793 0.6417 -0.5609  -0.531



No. 6
ORCA calculation (ωB97M-V/def2-TZVPD) on 2 unconnected molecules or ions with the total composition C3H11N2 at a distorted geometry.

Output
* charge: +1
* energy above the lowest of the compared OMol25 structures with the same formula, charge and spin: 90.8 kJ/mol

Each line ends with the natural charge from an NBO analysis.
Positions of all 16 atoms, in Å:
C1 -1.5814 -0.1168 1.4368  -0.422
N1 -0.9595 -0.3959 0.1176  -0.535
C2 -1.4199 0.4758 -0.9871  -0.419
H1 -2.6034 -0.4874 1.4355  0.233
H2 -1.0780 -0.6771 2.2233  0.239
H3 -1.4785 0.9460 1.6233  0.233
H4 -1.1466 -1.3725 -0.1152  0.418
H5 -2.5049 0.5124 -0.9730  0.234
H6 -1.0491 0.0708 -1.9233  0.235
H7 -1.0354 1.4764 -0.8093  0.229
C3 2.4650 0.3472 -0.7622  0.028
N2 1.8720 -0.2714 0.1719  -0.676
H8 3.5288 0.2541 -0.9650  0.188
H9 1.9136 1.0780 -1.3469  0.170
H10 0.1061 -0.4709 0.1723  0.472
H11 2.5225 -0.8818 0.6614  0.372



No. 7
ORCA calculation (ωB97M-V/def2-TZVPD) on a gas-phase ion, C6H13IO2P (charge +1) at a distorted geometry.

Output
* E: -1025.6568 Ha
* charge: +1

Each line ends with the natural charge from an NBO analysis.
Positions of all 23 atoms, in Å:
O1 -0.4218 4.1806 0.4886  -0.482
C1 -1.2108 3.3032 0.2477  0.629
O2 -1.5633 2.3455 1.1748  -0.520
C2 -1.3040 1.0198 0.7461  -0.069
C3 0.0177 0.6102 1.4031  -0.754
P1 0.4096 -1.1513 1.2899  1.050
C4 -0.1212 -2.0156 -0.2050  -0.726
C5 0.1866 -1.3234 -1.5382  -0.439
C6 1.5260 -0.6093 -1.6057  -0.535
I1 3.1536 -1.9937 -1.7061  0.129
H1 -1.7372 3.2168 -0.7100  0.126
H2 -1.2509 0.9742 -0.3372  0.189
H3 -2.1186 0.4036 1.1155  0.206
H4 -0.0647 0.8417 2.4630  0.292
H5 0.8420 1.2101 1.0293  0.279
H6 1.7859 -1.3108 1.4557  0.068
H7 -0.1770 -1.7889 2.3828  0.058
H8 0.3525 -2.9937 -0.1779  0.288
H9 -1.1900 -2.1887 -0.0997  0.275
H10 -0.6147 -0.6605 -1.8509  0.229
H11 0.2080 -2.1176 -2.2789  0.255
H12 1.5821 -0.0166 -2.5098  0.254
H13 1.7103 0.0643 -0.7773  0.196



No. 8
ORCA calculation (ωB97M-V/def2-TZVPD) on a molecular structure, C15H11AsClF6O8ReS2.

Output
* <S²>: 0.763
* multiplicity: 2
* charge: +1
* energy above the lowest of the compared OMol25 structures with the same formula, charge and spin: 37.4 kJ/mol

Each line ends with the Mulliken spin population.
Positions of all 45 atoms, in Å:
Re1 -0.3220 0.2225 0.1925  0.915
O1 -0.1914 2.3678 2.0277  -0.002
S1 0.2259 1.1790 3.0423  -0.007
O2 -0.4050 1.4382 4.2736  0.000
O3 -0.1815 -0.0176 2.2805  0.014
C1 1.9704 1.1642 3.2491  0.004
C2 2.3883 1.7544 4.4339  0.000
C3 3.7298 1.7028 4.8049  0.000
C4 4.6389 1.0477 4.0037  0.000
C5 4.2276 0.4643 2.8051  0.000
C6 2.9066 0.5135 2.4184  0.008
S2 2.5349 -0.1542 0.8153  -0.005
O4 1.7460 -1.3568 0.8924  0.035
O5 3.7117 -0.1206 0.0266  0.006
O6 1.5047 0.9512 0.3957  -0.009
H1 1.6678 2.2331 5.0811  0.000
H2 4.0433 2.1691 5.7279  0.000
H3 5.6794 0.9916 4.2926  0.000
H4 4.9483 -0.0098 2.1530  0.000
Cl1 1.0003 3.0522 -1.9555  0.000
C7 1.2848 1.6094 -2.9414  0.002
C8 0.1556 0.6039 -2.8965  -0.021
O7 -0.2742 -0.0203 -3.7973  0.031
O8 -0.3871 0.4399 -1.6154  0.034
H5 2.2023 1.1263 -2.6015  0.000
H6 1.4075 1.9131 -3.9773  0.000
F1 -2.0579 -0.6643 0.3535  -0.005
As1 -1.8452 -2.7930 0.0850  0.003
F2 -0.9713 -2.5860 1.5459  0.002
F3 -0.4159 -2.0997 -0.7002  0.006
F4 -1.4629 -4.4026 -0.1653  0.000
F5 -2.6948 -2.4996 -1.3507  0.000
F6 -3.2870 -2.9117 0.9571  0.000
C9 -0.8147 1.9925 0.8534  0.036
C10 -1.7044 2.9893 0.3494  -0.051
C11 -1.7912 4.2620 0.9484  -0.008
C12 -2.6555 5.2003 0.4290  0.003
C13 -3.4417 4.8826 -0.6761  -0.008
C14 -3.3753 3.6271 -1.2683  0.005
C15 -2.5095 2.6793 -0.7621  0.009
H7 -1.1786 4.5046 1.8038  0.000
H8 -2.7264 6.1804 0.8787  0.000
H9 -4.1218 5.6234 -1.0759  -0.001
H10 -4.0032 3.3900 -2.1151  0.000
H11 -2.4737 1.6976 -1.2118  0.006